1) Entry from OMol25: a 3-piece molecular cluster, C4H14N2O2 overall (ωB97M-V with the def2-TZVPD basis set).

Values from the calculation:
- orbital gap (eV) = 10.43
- net charge = 0
- SMILES = CCC/N=C\N.O.O
- LUMO level (eV) = 0.730

Each line ends with the natural charge from an NBO analysis.
CARTESIAN COORDINATES (ANGSTROEM)
1 C 0.664 1.544 -1.546  -0.607
2 C -0.324 1.606 -0.380  -0.413
3 C 0.304 1.143 0.942  -0.249
4 N -2.009 -0.352 1.529  -0.829
5 C -0.778 -0.929 1.330  0.286
6 N 0.283 -0.299 1.068  -0.549
7 H 1.637 1.919 -1.241  0.199
8 H 0.837 0.513 -1.859  0.206
9 H 0.349 2.130 -2.412  0.215
10 H -0.678 2.624 -0.258  0.205
11 H -1.191 0.984 -0.598  0.206
12 H -0.140 1.648 1.805  0.173
13 H 1.357 1.418 0.953  0.201
14 H -2.753 -0.912 1.912  0.396
15 H -2.014 0.607 1.840  0.386
16 H -0.778 -2.010 1.342  0.197
17 H 0.164 -2.613 -1.463  0.486
18 H -0.763 -1.503 -1.017  0.463
19 O -0.772 -2.380 -1.413  -0.950
20 H 2.669 -1.621 -0.808  0.460
21 H 1.733 -1.411 0.395  0.500
22 O 2.202 -2.105 -0.120  -0.983

---

2) Entry from OMol25: C4H14N2O2 as an isolated structure (ωB97M-V with the def2-TZVPD basis set).

Values from the calculation:
- orbital gap (eV) = 7.58
- net charge = 0
- LUMO level (eV) = 0.174

Each line ends with the natural charge from an NBO analysis.
CARTESIAN COORDINATES (ANGSTROEM)
1 C -0.885 -0.716 0.808  0.205
2 C -0.928 0.786 -0.403  -0.489
3 C -0.660 2.056 0.373  -0.629
4 N -0.837 -1.947 0.180  -0.856
5 N -1.967 -0.587 1.694  -0.833
6 H 0.058 -0.472 1.285  0.169
7 H 0.065 -2.182 -0.232  0.406
8 H -1.643 -2.189 -0.378  0.357
9 H -2.013 0.322 2.133  0.365
10 H -2.861 -0.826 1.284  0.356
11 H -1.983 0.666 -0.656  0.172
12 H -0.407 0.765 -1.356  0.190
13 H -1.219 2.093 1.312  0.189
14 H 0.395 2.148 0.636  0.188
15 H -0.941 2.950 -0.193  0.206
16 C 2.417 0.321 -0.724  -0.269
17 O 1.358 -0.564 -1.019  -0.280
18 O 1.973 -2.064 -0.928  -0.491
19 H 2.050 -2.260 -1.872  0.466
20 H 2.784 0.168 0.295  0.185
21 H 2.001 1.325 -0.807  0.212
22 H 3.242 0.208 -1.431  0.180

---

Stability ranking, top and bottom: 1) is the most stable and 2) is the least stable.

---

1) Entry from OMol25: a 2-piece molecular cluster, C4H14N2O2 overall (ωB97M-V with the def2-TZVPD basis set).

Values from the calculation:
- orbital gap (eV) = 9.67
- net charge = 0
- SMILES = CNCO.NCCO
- LUMO level (eV) = 0.780

Each line ends with the natural charge from an NBO analysis.
CARTESIAN COORDINATES (ANGSTROEM)
1 C -1.512 0.591 -3.199  -0.074
2 O -2.283 -0.496 -3.698  -0.725
3 C -0.707 -0.035 -2.085  -0.242
4 N 0.261 0.792 -1.429  -0.847
5 H -2.132 1.420 -2.840  0.156
6 H -0.844 0.930 -3.969  0.154
7 H -2.828 -0.187 -4.450  0.471
8 H -1.380 -0.496 -1.373  0.196
9 H -0.229 -0.926 -2.508  0.198
10 H -0.158 1.623 -0.927  0.361
11 H 0.933 1.126 -2.065  0.359
12 H 1.309 -0.575 0.338  0.491
13 C 1.481 0.889 3.758  -0.417
14 N 0.801 -0.421 3.494  -0.638
15 C 0.380 -0.718 2.145  0.092
16 O 1.531 -0.829 1.261  -0.781
17 H 2.220 1.087 3.005  0.184
18 H 2.032 0.740 4.667  0.200
19 H 0.816 1.742 3.729  0.189
20 H 1.388 -1.206 3.837  0.361
21 H -0.272 0.059 1.740  0.151
22 H -0.115 -1.693 2.148  0.162

---

2) Entry from OMol25: a 2-piece molecular cluster, C4H14N2O2 overall (ωB97M-V with the def2-TZVPD basis set).

Values from the calculation:
- orbital gap (eV) = 9.62
- net charge = 0
- SMILES = CNCCNCO.O
- LUMO level (eV) = 0.665

Each line ends with the natural charge from an NBO analysis.
CARTESIAN COORDINATES (ANGSTROEM)
1 C 0.400 -0.611 1.896  -0.227
2 N 1.753 -0.378 1.390  -0.630
3 C 2.096 -0.931 0.096  0.069
4 O 2.016 -0.083 -1.054  -0.741
5 C -0.817 0.156 1.238  -0.254
6 N -0.713 0.495 -0.207  -0.675
7 C -1.290 1.802 -0.591  -0.436
8 H 0.392 -0.389 2.957  0.203
9 H 0.318 -1.679 1.776  0.192
10 H 1.966 0.611 1.274  0.352
11 H 3.159 -1.227 0.165  0.155
12 H 1.647 -1.899 -0.100  0.181
13 H 2.811 0.445 -1.139  0.478
14 H -1.683 -0.522 1.194  0.200
15 H -1.154 0.990 1.855  0.176
16 H 0.287 0.591 -0.463  0.388
17 H -2.215 2.234 -0.139  0.209
18 H -1.780 1.537 -1.563  0.176
19 H -0.664 2.675 -0.671  0.188
20 H -2.260 0.034 -1.902  0.468
21 H -2.458 -1.364 -2.068  0.462
22 O -2.991 -0.562 -2.150  -0.935

---

3) Entry from OMol25: a 2-piece molecular cluster, C4H14N2O2 overall (ωB97M-V with the def2-TZVPD basis set).

Values from the calculation:
- orbital gap (eV) = 9.90
- net charge = 0
- SMILES = NCC[C@H](N)CO.O
- LUMO level (eV) = 0.669

Each line ends with the natural charge from an NBO analysis.
CARTESIAN COORDINATES (ANGSTROEM)
1 C -0.858 1.516 1.395  -0.066
2 O -1.789 1.115 2.400  -0.723
3 C -0.338 0.358 0.429  -0.070
4 C 0.771 0.883 -0.540  -0.451
5 C 1.992 -0.092 -0.590  -0.224
6 N 3.071 0.670 0.116  -0.836
7 N -1.491 -0.337 -0.030  -0.863
8 H -0.107 1.901 2.084  0.191
9 H -1.246 2.420 0.747  0.147
10 H 0.313 -0.458 0.933  0.180
11 H 0.456 0.927 -1.619  0.212
12 H 1.237 1.769 -0.139  0.238
13 H 1.805 -1.106 -0.254  0.171
14 H 2.377 -0.376 -1.607  0.186
15 H 3.974 0.244 -0.023  0.353
16 H 2.907 0.498 1.150  0.345
17 H -2.602 0.613 1.898  0.471
18 H -1.307 -1.180 -0.586  0.389
19 H -2.064 0.253 -0.661  0.347
20 H -2.182 -3.652 -2.353  0.484
21 H -2.846 -2.892 -1.156  0.475
22 O -2.072 -3.074 -1.592  -0.955

---

4) Entry from OMol25: a 3-piece molecular cluster, C4H14N2O2 overall (ωB97M-V with the def2-TZVPD basis set).

Values from the calculation:
- orbital gap (eV) = 9.74
- net charge = 0
- SMILES = [H]/N=C/NCCC.O.O
- LUMO level (eV) = 0.572

Each line ends with the natural charge from an NBO analysis.
CARTESIAN COORDINATES (ANGSTROEM)
1 C -0.164 1.738 -2.149  -0.612
2 C -1.252 1.494 -1.092  -0.407
3 C -1.272 0.044 -0.563  -0.211
4 N -1.826 -0.083 0.778  -0.629
5 C -1.856 -1.363 1.325  0.296
6 N -1.394 -1.558 2.476  -0.722
7 H 0.033 0.739 -2.580  0.208
8 H -0.516 2.383 -2.951  0.218
9 H 0.807 2.026 -1.714  0.208
10 H -2.226 1.601 -1.606  0.201
11 H -1.240 2.279 -0.318  0.199
12 H -1.839 -0.592 -1.273  0.197
13 H -0.211 -0.226 -0.564  0.161
14 H -1.586 0.724 1.340  0.385
15 H -2.421 -2.011 0.660  0.148
16 H -1.508 -2.397 3.022  0.361
17 H 3.831 -0.450 -1.137  0.461
18 H 2.632 -0.986 -0.543  0.466
19 O 3.201 -1.155 -1.308  -0.927
20 H 3.141 -0.033 2.722  0.458
21 H 2.415 -1.205 2.946  0.467
22 O 3.250 -0.967 2.527  -0.926

---

Stability ranking, top and bottom: 4) is the most stable and 2) is the least stable.

---

1) Entry from OMol25: a 2-piece molecular cluster, C4H14N2O2 overall (ωB97M-V with the def2-TZVPD basis set).

Values from the calculation:
- orbital gap (eV) = 9.19
- net charge = 0
- SMILES = NCC[C@H](N)CO.O
- LUMO level (eV) = 0.684

Each line ends with the natural charge from an NBO analysis.
CARTESIAN COORDINATES (ANGSTROEM)
1 C -1.414 -0.074 1.715  -0.077
2 O -2.577 -0.799 1.815  -0.745
3 C -0.292 -0.949 1.058  -0.068
4 C 0.675 0.285 0.732  -0.417
5 C 0.181 1.156 -0.510  -0.206
6 N 1.341 1.786 -1.178  -0.851
7 N -0.773 -1.734 -0.011  -0.826
8 H -1.161 0.303 2.807  0.159
9 H -1.706 0.772 1.049  0.169
10 H 0.260 -1.619 1.722  0.184
11 H 0.741 0.981 1.476  0.199
12 H 1.604 -0.076 0.485  0.200
13 H -0.412 0.491 -1.241  0.169
14 H -0.613 1.884 -0.161  0.174
15 H 1.668 1.332 -1.961  0.382
16 H 2.044 1.918 -0.526  0.343
17 H -2.788 -0.858 2.828  0.475
18 H -0.902 -1.122 -0.819  0.351
19 H -1.649 -2.065 0.309  0.374
20 H 1.523 -0.186 -3.750  0.472
21 H 2.445 -1.060 -2.959  0.478
22 O 1.806 -0.368 -2.880  -0.940

---

2) Entry from OMol25: a 2-piece molecular cluster, C4H14N2O2 overall (ωB97M-V with the def2-TZVPD basis set).

Values from the calculation:
- orbital gap (eV) = 10.26
- net charge = 0
- SMILES = NCCCNCO.O
- LUMO level (eV) = 0.852

Each line ends with the natural charge from an NBO analysis.
CARTESIAN COORDINATES (ANGSTROEM)
1 C 0.940 0.458 0.197  -0.239
2 C 0.625 0.863 -1.277  -0.431
3 C -0.159 -0.133 -2.156  -0.225
4 N -1.464 0.286 -2.658  -0.823
5 N -0.399 0.570 0.853  -0.670
6 C -0.247 0.647 2.308  0.083
7 O -0.314 -0.577 3.002  -0.726
8 H 1.438 -0.488 0.262  0.180
9 H 1.632 1.302 0.511  0.207
10 H 0.078 1.821 -1.192  0.213
11 H 1.554 1.201 -1.793  0.202
12 H 0.416 -0.326 -3.058  0.198
13 H -0.274 -1.067 -1.601  0.162
14 H -1.315 0.996 -3.361  0.355
15 H -1.992 0.643 -1.862  0.350
16 H -1.097 -0.093 0.535  0.363
17 H 0.623 1.313 2.493  0.157
18 H -1.077 1.269 2.667  0.168
19 H 0.414 -1.113 2.658  0.469
20 H -0.075 -2.764 1.865  0.477
21 H 0.164 -2.085 0.492  0.469
22 O 0.529 -2.720 1.116  -0.940

---

3) Entry from OMol25: a 3-piece molecular cluster, C4H14N2O2 overall (ωB97M-V with the def2-TZVPD basis set).

Values from the calculation:
- orbital gap (eV) = 9.98
- net charge = 0
- SMILES = CCC/N=C\N.O.O
- LUMO level (eV) = 0.575

Each line ends with the natural charge from an NBO analysis.
CARTESIAN COORDINATES (ANGSTROEM)
1 C 0.129 -2.036 -1.576  -0.620
2 C -0.222 -1.724 -0.093  -0.411
3 C -0.416 -0.185 0.062  -0.268
4 N 1.865 -0.154 1.650  -0.834
5 C 0.627 0.179 2.114  0.292
6 N -0.438 0.287 1.436  -0.532
7 H 1.161 -2.360 -1.655  0.204
8 H -0.478 -2.859 -1.960  0.212
9 H -0.048 -1.187 -2.245  0.212
10 H -1.153 -2.208 0.189  0.211
11 H 0.636 -2.067 0.488  0.195
12 H -1.407 -0.083 -0.405  0.197
13 H 0.295 0.374 -0.564  0.170
14 H 1.984 -0.393 0.684  0.392
15 H 2.669 -0.243 2.249  0.401
16 H 0.617 0.405 3.175  0.173
17 H -2.378 1.855 1.063  0.483
18 H -1.252 2.693 0.463  0.458
19 O -2.134 2.760 0.832  -0.940
20 H 0.764 2.435 -1.843  0.468
21 H -0.772 2.200 -1.719  0.473
22 O -0.051 2.314 -2.344  -0.938

---

Stability ranking, top and bottom: 3) is the most stable and 1) is the least stable.

---

1) Entry from OMol25: a 2-piece molecular cluster, C4H9NOS overall (ωB97M-V with the def2-TZVPD basis set).

Values from the calculation:
- orbital gap (eV) = 10.39
- net charge = 0
- LUMO level (eV) = 0.546

Each line ends with the natural charge from an NBO analysis.
CARTESIAN COORDINATES (ANGSTROEM)
1 C -0.281 -1.084 0.532  0.365
2 C 1.079 0.849 1.065  -0.594
3 C 1.269 -0.243 -1.184  -0.588
4 C 0.942 -0.398 0.267  -0.332
5 N -1.103 -1.873 0.683  -0.438
6 O -1.420 0.551 -0.621  -0.997
7 S -2.835 0.158 -0.729  0.922
8 H 0.485 1.568 0.625  0.226
9 H 2.108 1.080 1.154  0.215
10 H 0.552 0.687 1.964  0.216
11 H 1.626 0.871 -1.206  0.211
12 H 0.493 -0.314 -1.884  0.235
13 H 2.041 -0.986 -1.534  0.215
14 H 1.658 -1.262 0.656  0.238
15 H -3.604 1.127 -0.036  0.030
16 H -3.010 -0.729 0.248  0.075

---

2) Entry from OMol25: one molecule with the formula C4H9NOS (ωB97M-V with the def2-TZVPD basis set).

Values from the calculation:
- orbital gap (eV) = 9.72
- net charge = 0
- SMILES = CN[C@H](C=O)CS
- LUMO level (eV) = 0.884

Each line ends with the natural charge from an NBO analysis.
CARTESIAN COORDINATES (ANGSTROEM)
1 C 1.997 0.637 0.816  -0.422
2 N 0.829 -0.190 0.898  -0.637
3 C 0.045 -0.351 -0.340  -0.162
4 C -1.240 -1.093 0.069  -0.528
5 S -2.258 -1.409 -1.369  -0.047
6 C -0.385 1.010 -0.929  0.429
7 O -1.185 1.683 -0.335  -0.525
8 H 2.761 0.238 1.503  0.198
9 H 2.487 0.549 -0.154  0.195
10 H 1.929 1.711 1.043  0.179
11 H 0.282 -0.167 1.753  0.378
12 H 0.665 -1.016 -0.938  0.206
13 H -0.974 -2.076 0.447  0.236
14 H -1.855 -0.502 0.734  0.243
15 H -3.128 -0.395 -1.332  0.133
16 H 0.030 1.371 -1.867  0.124

---

3) Entry from OMol25: one molecule with the formula C4H9NOS (ωB97M-V with the def2-TZVPD basis set).

Values from the calculation:
- orbital gap (eV) = 9.94
- net charge = 0
- SMILES = O=CNCCCS
- LUMO level (eV) = 0.669

Each line ends with the natural charge from an NBO analysis.
CARTESIAN COORDINATES (ANGSTROEM)
1 C -0.100 -1.206 0.320  -0.207
2 N -1.096 -0.539 -0.562  -0.630
3 C -1.097 -0.681 -1.895  0.530
4 O -1.935 -0.296 -2.680  -0.606
5 C 1.132 -0.296 0.486  -0.434
6 C 0.783 1.048 1.158  -0.547
7 S 0.837 2.573 0.178  -0.024
8 H 0.217 -2.091 -0.233  0.207
9 H -0.687 -1.375 1.222  0.207
10 H -1.864 -0.041 -0.164  0.398
11 H -0.181 -1.177 -2.285  0.093
12 H 1.421 0.063 -0.502  0.225
13 H 1.833 -0.944 1.019  0.216
14 H 1.407 1.163 2.051  0.226
15 H -0.180 0.980 1.675  0.215
16 H -0.490 2.820 0.213  0.131

---

4) Entry from OMol25: one molecule with the formula C4H9NOS (ωB97M-V with the def2-TZVPD basis set).

Values from the calculation:
- orbital gap (eV) = 9.95
- net charge = 0
- SMILES = O=CNCCCS
- LUMO level (eV) = 0.836

Each line ends with the natural charge from an NBO analysis.
CARTESIAN COORDINATES (ANGSTROEM)
1 C 0.051 -0.910 -0.105  -0.221
2 N -0.912 -0.562 0.971  -0.651
3 C -0.390 -0.565 2.256  0.541
4 O -0.751 -1.261 3.169  -0.560
5 C -0.094 -0.095 -1.394  -0.433
6 C 0.738 1.167 -1.435  -0.503
7 S 0.249 2.449 -0.226  -0.063
8 H -0.015 -1.983 -0.278  0.203
9 H 1.050 -0.695 0.282  0.194
10 H -1.645 -1.266 0.932  0.386
11 H 0.590 -0.050 2.295  0.102
12 H -1.139 0.216 -1.492  0.221
13 H 0.103 -0.811 -2.192  0.219
14 H 0.543 1.753 -2.329  0.231
15 H 1.782 1.015 -1.174  0.214
16 H -0.162 1.599 0.722  0.121

---

Stability ranking, top and bottom: 3) is the most stable and 1) is the least stable.